No. 1
C4H7NO | wB97M-V/def2-TZVPD

Properties
Orbital gap: 10.6 eV
Charge: 0
Relative energy (zero: lowest compared OMol25 entry of this formula, charge and spin): 255.45 kJ/mol
LUMO: 0.0347 Ha
Structure (SMILES): C[C@H]1CN1C=O

Geometry as XYZ:
```
13
Properties=species:S:1:pos:R:3:forces:R:3
C -1.4832 0.1492 -0.6582 -0.19 -0.05 0.07
C -0.2085 0.5950 -0.0221 0.02 -0.58 0.16
C 0.1976 0.4065 1.3538 -0.22 0.42 0.71
N 0.5560 -0.7276 0.5346 -0.76 1.01 -1.59
C 1.5929 -0.9299 -0.3416 0.33 0.45 -0.58
O 1.7558 -0.2351 -1.3239 0.91 -0.60 -0.22
H -1.2221 -0.2945 -1.6278 -0.16 0.05 0.19
H -1.9485 -0.6154 -0.0359 -0.18 0.06 -0.12
H -2.1828 0.9687 -0.8485 0.08 -0.03 0.13
H 0.3305 1.3634 -0.5943 0.18 -0.91 0.32
H 1.0104 1.0296 1.7102 -0.04 0.05 0.15
H -0.5665 0.1506 2.0716 0.09 -0.02 0.42
H 2.1684 -1.8604 -0.2179 -0.05 0.14 0.35
```
Positions in Å, forces in eV/Å.

No. 2
C25H48Al2Br2ClF2N3O8S | wB97M-V/def2-TZVPD

Properties
Orbital gap: 0.9 eV
Charge: +2
LUMO: -0.3430 Ha

Geometry as XYZ:
```
92
Properties=species:S:1:pos:R:3:forces:R:3
C -1.0925 -2.1546 -2.0798 0.74 0.08 -0.49
O -2.4467 -2.2667 -2.3821 0.01 0.30 0.10
C -3.2486 -1.2892 -1.7033 -0.37 -0.47 0.27
C -4.3514 -0.7544 -2.6328 0.15 -0.28 0.16
C -4.9858 0.5931 -2.1682 0.09 -0.18 -1.04
C -4.6695 1.7407 -3.1853 -0.53 0.79 0.69
C -3.9266 2.9745 -2.5909 0.50 -0.12 -0.79
C -2.7793 2.6363 -1.6205 -0.79 -0.08 0.50
O -1.4975 3.0873 -2.2043 1.15 -0.14 -0.59
S -0.2427 2.4189 -1.4044 -0.34 -0.13 1.77
O -0.1917 1.0065 -1.6788 -0.19 0.12 -0.40
O 1.1683 3.0500 -2.1604 -0.61 0.35 -0.01
N 1.9100 2.0190 -2.7899 0.20 0.73 -0.76
C 1.7085 1.9902 -3.9948 -0.48 -1.56 0.26
O 1.4267 1.6849 -5.0995 0.31 0.77 -0.06
H -0.5593 -1.4530 -2.7643 -0.36 -0.08 0.26
H -0.8870 -1.8320 -1.0414 -0.12 -0.25 -0.22
H -0.6014 -3.1513 -2.2287 -1.07 0.35 0.07
H -2.5738 -0.5135 -1.3020 -0.37 0.05 -0.25
H -3.7264 -1.7970 -0.8461 0.26 0.28 -0.11
H -5.1470 -1.5109 -2.7232 0.39 0.14 0.14
H -3.9140 -0.6944 -3.6445 -0.19 0.27 0.35
H -4.7019 0.8650 -1.1378 0.03 -0.16 -0.35
H -6.0777 0.4712 -2.1540 0.36 0.02 0.13
H -5.6396 2.1188 -3.5497 0.44 -0.08 -0.06
H -4.1282 1.4099 -4.0833 -0.08 -0.28 0.43
H -3.4565 3.5004 -3.4441 -0.21 -0.04 0.36
H -4.6131 3.7149 -2.1562 0.19 -0.47 0.12
H -2.6683 1.5650 -1.4095 -0.25 0.24 -0.31
H -2.9690 3.1347 -0.6543 0.53 0.01 -0.35
C 1.6956 -1.1730 3.6021 0.07 0.07 0.15
C 1.3800 0.0854 2.8028 -0.34 -1.42 -0.03
N 0.4616 1.0025 3.4706 0.20 1.69 0.00
C -0.0336 2.0678 2.6078 -0.24 0.11 -0.41
C 0.9724 3.0963 2.0810 0.10 0.16 0.02
C 0.8277 1.4050 4.7762 1.25 -1.99 -0.45
C 2.1506 2.1421 4.9647 -0.19 0.92 0.26
H 0.7869 -1.7199 3.8523 0.01 0.05 0.03
H 2.3322 -1.8303 3.0095 -0.02 0.06 -0.04
H 2.2331 -0.9512 4.5251 -0.04 -0.04 0.01
H 0.9236 -0.2337 1.8616 -0.13 0.23 0.02
H 2.3212 0.5879 2.5435 -0.08 0.26 0.16
H -0.8386 2.5966 3.1261 0.11 -0.06 0.19
H -0.5180 1.5929 1.7476 0.12 -0.20 0.06
H 1.2553 3.8159 2.8469 0.04 -0.05 0.01
H 0.5178 3.6653 1.2676 -0.05 -0.03 0.06
H 1.8770 2.6321 1.6852 -0.02 -0.04 0.03
H 0.8366 0.5191 5.4174 -0.02 -0.02 -0.06
H -0.0705 2.0582 5.2114 -0.09 0.72 0.35
H 2.9530 1.6827 4.3849 -0.19 -0.22 -0.09
H 2.4366 2.1056 6.0162 -0.12 -0.08 -0.01
H 2.0801 3.1919 4.6931 0.13 -0.01 -0.08
Al 1.3986 -3.3836 -1.7628 -0.72 -1.41 1.16
C 0.2927 -0.5690 9.1373 -0.21 -0.10 0.10
N 0.9678 -0.7922 7.8294 -0.11 -0.06 0.22
O 0.3363 -1.3564 6.9569 0.13 0.13 -0.11
O 2.1084 -0.3893 7.7217 -0.10 0.04 -0.20
H -0.7107 -0.9764 9.0828 0.05 -0.02 -0.08
H 0.8776 -1.0783 9.8982 0.07 0.11 -0.02
H 0.2677 0.5031 9.3133 0.14 -0.03 0.03
Br -0.3594 3.6428 6.1097 -0.45 -0.19 -0.08
F -0.3307 7.8826 -1.9841 -0.01 0.04 -0.02
C 0.3009 7.3958 -3.0471 0.14 -0.25 -0.09
C 0.9526 8.2700 -3.9059 0.07 0.22 0.34
C 1.6309 7.7413 -5.0423 -0.63 0.29 -0.61
C 1.6219 6.3468 -5.2723 0.09 -0.57 -0.02
C 0.9603 5.5172 -4.4024 0.08 0.56 -0.08
C 0.2956 6.0393 -3.2753 -0.10 -0.15 0.08
H 0.9411 9.3327 -3.7050 0.18 -0.04 0.08
H 2.1636 8.4021 -5.7121 0.67 -0.11 0.47
H 2.1371 5.9410 -6.1328 0.02 0.13 -0.01
H 0.9496 4.4463 -4.5824 0.10 0.06 0.18
H -0.2193 5.3877 -2.5827 -0.05 0.05 -0.01
C 0.6251 -9.5966 -0.0443 0.63 -0.58 0.06
C 1.0137 -8.4997 -1.0226 -1.34 0.77 0.73
O 1.4884 -7.3438 -0.4346 0.71 -0.45 -0.82
C 2.6492 -7.4577 0.3752 0.24 0.10 0.61
C 3.8613 -7.9832 -0.3803 -0.04 -0.11 -0.29
H -0.1368 -9.2245 0.6447 -0.04 0.19 -0.15
H 0.2277 -10.4549 -0.5837 0.01 0.08 -0.06
H 1.4713 -9.9400 0.5512 -0.02 -0.09 -0.05
H 0.1389 -8.2048 -1.5986 0.23 0.08 -0.25
H 1.7837 -8.8901 -1.7962 0.08 -0.24 -1.24
H 2.4385 -8.0691 1.2571 -0.04 -0.10 -0.09
H 2.8630 -6.4532 0.7420 -0.21 0.05 -0.11
H 3.6990 -8.9928 -0.7590 -0.01 -0.01 0.06
H 4.7300 -8.0070 0.2776 -0.07 0.06 0.05
H 4.0851 -7.3453 -1.2365 0.00 0.00 0.03
Br -0.1973 8.7222 -6.1208 -0.50 -0.10 -0.27
Cl -0.4592 -5.0574 -0.3180 1.25 1.24 -0.85
Al -0.4034 2.7241 -6.2206 -0.14 -0.13 -0.21
F 1.8406 -9.1335 -3.6343 -0.01 0.26 1.48
```
Positions in Å, forces in eV/Å.

No. 3
C7H8 | wB97M-V/def2-TZVPD

Properties
Orbital gap (alpha / beta): 6.7 / 6.7 eV
Charge: 0
Relative energy (zero: lowest compared OMol25 entry of this formula, charge and spin): 732.79 kJ/mol
LUMO (alpha / beta): -0.0342 / -0.0341 Ha

Geometry as XYZ:
```
15
Properties=species:S:1:pos:R:3:forces:R:3
C -3.2269 0.0292 -0.0655 -0.96 0.31 0.06
C -4.4521 -0.3435 0.0308 0.23 0.07 -0.09
C 0.4436 0.7343 -0.3543 0.01 -0.10 0.05
C 0.7153 -0.6694 0.2200 0.06 0.07 -0.02
C -0.9040 1.2583 0.1623 0.14 0.54 -0.11
C -0.3670 -1.6126 -0.1294 -1.77 2.36 0.23
C -1.9806 0.3269 -0.0382 2.10 -3.00 -0.10
H 1.2376 1.4256 -0.0696 0.06 0.04 -0.08
H 0.4101 0.6787 -1.4474 0.01 0.04 0.10
H 1.6728 -1.0098 -0.1876 0.07 0.00 0.00
H 0.8227 -0.6002 1.3031 0.04 0.00 0.04
H -0.8498 1.4210 1.2477 0.01 0.08 -0.05
H -1.1331 2.2192 -0.3111 -0.01 0.06 0.13
H -0.4870 -1.9176 -1.1526 -0.02 -0.17 -0.23
H -0.8533 -2.1937 0.6320 0.02 -0.29 0.06
```
Positions in Å, forces in eV/Å.

No. 4
C9H21ClMgN3O3 | wB97M-V/def2-TZVPD

Properties
Orbital gap: 7.5 eV
Charge: +1
Relative energy (zero: lowest compared OMol25 entry of this formula, charge and spin): 0.00 kJ/mol
LUMO: -0.1213 Ha

Geometry as XYZ:
```
38
Properties=species:S:1:pos:R:3:forces:R:3
Mg 0.5556 1.9315 0.1268 -0.55 -1.27 -0.11
Cl -0.4676 -0.0839 -0.4198 0.47 0.60 0.10
C 3.6741 1.2402 0.3124 -0.21 0.42 0.18
O 2.4488 1.4888 0.3803 -0.71 0.61 -0.10
N 4.1743 0.1195 -0.1084 0.34 -0.25 0.04
C 5.6070 -0.1076 -0.0748 0.53 -0.29 0.07
C 3.3494 -1.0061 -0.4734 -0.86 -0.48 -0.20
H 4.4062 1.9790 0.6333 0.03 0.16 -0.01
H 5.8718 -0.8118 0.7176 -0.15 0.05 0.01
H 6.1496 0.8184 0.0961 -0.09 0.06 -0.03
H 5.9368 -0.5477 -1.0148 -0.08 0.12 -0.07
H 3.3939 -1.7778 0.2968 0.20 -0.01 -0.05
H 2.3026 -0.7181 -0.5658 0.10 0.15 0.05
H 3.6615 -1.4148 -1.4321 0.20 -0.02 0.05
C -1.6492 3.9064 -0.7520 -0.25 0.40 -0.16
O -1.0537 3.0536 -0.0610 1.17 -0.13 0.24
N -2.7398 3.6468 -1.4173 -0.24 0.00 -0.13
C -3.2548 2.2822 -1.4637 -0.08 -0.25 -0.28
C -3.3957 4.6683 -2.2297 0.42 0.07 -0.25
H -1.2955 4.9364 -0.8367 0.07 0.03 0.14
H -4.3079 2.2951 -1.7290 -0.04 0.15 0.09
H -3.1152 1.7922 -0.5078 0.04 -0.03 0.07
H -2.7240 1.7139 -2.2310 0.03 0.00 0.11
H -4.4566 4.6979 -2.0074 -0.07 0.02 0.05
H -2.9400 5.6373 -2.0361 -0.11 0.02 0.16
H -3.2393 4.4627 -3.2907 -0.17 -0.16 0.06
C -1.4356 -2.4333 2.5176 0.54 0.30 0.27
O -1.1548 -2.3599 3.7009 -0.12 -0.02 -0.19
N -1.5639 -3.5705 1.8126 -0.43 0.01 -0.52
C -1.7357 -3.5202 0.3742 0.86 0.10 -0.27
C -1.1570 -4.8244 2.3824 0.63 -0.38 -0.45
H -1.5200 -1.5458 1.8737 -0.34 0.15 0.07
H -2.0670 -2.5361 0.0513 -0.23 -0.01 0.16
H -2.4134 -4.2895 0.0116 -0.18 0.01 0.16
H -0.7657 -3.6723 -0.1312 -0.19 -0.12 0.09
H -1.7259 -5.6364 1.9325 -0.30 -0.01 0.28
H -0.1083 -5.0340 2.1035 -0.14 0.11 0.27
H -1.2447 -4.7798 3.4592 -0.09 -0.13 0.10
```
Positions in Å, forces in eV/Å.

The F_max results, record by record, are as follows: 2.03, 2.39, 3.67, 1.39 eV Å⁻¹.